Entry 1:
Below is a structure of composition C9H18N2O3S, with properties calculated with ωB97M-V/def2-TZVPD.

Summary:
HOMO energy, eV: -9.50
Gap between HOMO and LUMO, hartree: 0.3498
ΔE to the lowest compared entry with this formula, charge and spin, eV: 6.866
LUMO level, hartree: 0.0008
Energy, a.u.: -1086.94432

```
33
Properties=species:S:1:pos:R:3:forces:R:3:nbo_charge:R:1
C -0.9278 -1.3942 -0.7565 -1.438 -1.905 -3.122 -0.14
C -0.0587 -0.8686 0.2161 2.336 -0.406 5.233 0.66
C -1.7112 -0.1284 -1.2284 0.192 -0.419 -0.206 -0.42
C -2.4096 0.9292 -0.3720 0.395 0.323 2.058 -0.22
C -3.6017 0.2559 0.4929 2.456 -1.156 2.764 -0.65
C -1.4016 2.0361 0.3271 -1.289 -2.926 2.664 -0.62
C 2.1499 0.3122 0.4165 -3.494 -4.791 2.271 -0.19
C 2.8595 1.2316 -0.3591 0.445 5.177 -3.741 0.75
C 3.0147 -0.9534 0.9035 0.972 0.182 1.566 -0.52
H -1.0008 -3.4478 -0.2282 -3.088 2.790 -0.273 0.38
H -2.5796 -2.2088 0.2041 3.473 -2.720 -2.187 0.37
H -0.0804 -1.7117 -1.4672 -1.810 0.361 -0.318 0.20
H -2.5990 -0.3257 -1.7615 -0.282 -1.531 -1.677 0.23
H -0.9469 0.2907 -1.8488 -0.273 1.054 -0.809 0.21
H -3.0651 1.3760 -1.0682 0.102 1.462 -1.232 0.20
H -3.7594 -1.0230 0.0467 -0.420 4.543 1.299 0.21
H -4.5624 1.0824 0.6625 2.717 -3.076 -0.532 0.25
H -2.9261 0.0729 1.5876 -2.744 0.331 -2.697 0.23
H -0.8702 2.6185 -0.3796 0.328 0.465 -0.936 0.22
H -1.9825 2.7117 1.0363 0.740 -0.840 -0.922 0.21
H -0.5845 1.4354 0.9669 -2.032 1.500 -1.243 0.21
H 0.9388 0.0340 -1.3282 0.256 0.197 0.780 0.42
H 1.9605 0.8290 1.3862 -0.575 -0.253 -0.538 0.24
H 2.5937 -1.7056 1.7580 0.503 2.056 -2.594 0.29
H 3.8826 -0.4132 1.3756 -0.883 -0.802 0.210 0.20
H 4.4664 -0.5661 -0.7113 0.362 -0.561 -0.474 0.12
H 3.8351 1.6375 1.1969 0.259 -0.263 1.209 0.48
N -1.7499 -2.6342 -0.5747 0.178 1.266 3.280 -0.82
N 0.8878 -0.0290 -0.3073 1.449 0.027 0.645 -0.64
O -0.0946 -1.1886 1.4229 0.334 0.909 -1.540 -0.64
O 2.4515 1.7451 -1.4098 1.384 -1.859 1.989 -0.54
O 3.9201 1.7913 0.2703 0.318 0.154 -1.418 -0.66
S 3.9517 -1.7911 -0.4694 -0.871 0.712 0.496 -0.02
```
Positions in Å, forces in eV/Å.

Entry 2:
Below is a cluster of 2 separate species, C2H3F2NO2S in total, with properties calculated with ωB97M-V/def2-TZVPD.

Summary:
HOMO energy, eV: -10.42
Gap between HOMO and LUMO, hartree: 0.3815
ΔE to the lowest compared entry with this formula, charge and spin, eV: 1.492
LUMO level, hartree: -0.0015
SMILES string: N=S(=O)=O.C=C(F)F
Energy, a.u.: -881.05082

```
11
Properties=species:S:1:pos:R:3:forces:R:3:nbo_charge:R:1
N -0.6244 -0.8756 0.5980 0.718 -2.143 -2.656 -1.07
S 0.3568 -1.8946 -0.0031 -0.679 1.684 1.546 2.29
O 1.5072 -2.3911 0.7063 -0.883 0.051 -0.216 -0.85
O 0.1634 -2.3085 -1.3646 -0.270 0.413 0.997 -0.83
H -0.8121 -0.6752 1.5599 0.811 -0.393 0.668 0.42
C 1.5367 0.1826 -1.1010 0.931 1.953 2.974 -0.67
C 2.3730 0.5101 -0.0771 -0.192 0.631 -0.838 0.81
F 2.0446 0.9926 1.1216 -0.005 -0.391 -1.119 -0.30
F 3.7216 0.4938 -0.1610 -1.662 -0.636 0.133 -0.30
H 0.5442 0.5496 -1.2812 -0.307 -0.112 0.831 0.26
H 1.9831 -0.2239 -1.9144 1.538 -1.057 -2.322 0.23
```
Positions in Å, forces in eV/Å.

Entry 3:
Below is a cluster of 2 separate species, C3H7NO2 in total, with properties calculated with ωB97M-V/def2-TZVPD.

Summary:
HOMO energy, eV: -9.69
Gap between HOMO and LUMO, hartree: 0.3721
ΔE to the lowest compared entry with this formula, charge and spin, eV: 2.176
LUMO level, hartree: 0.0159
SMILES string: C=NC.O=CO
Energy, a.u.: -323.70099

```
13
Properties=species:S:1:pos:R:3:forces:R:3:nbo_charge:R:1
C 1.8464 -0.3616 1.0379 -0.154 0.252 -0.226 -0.05
N 2.3158 -0.8701 -0.0119 0.223 -0.657 0.345 -0.39
C 1.4243 -0.9707 -1.1475 -0.011 -0.198 -0.356 -0.46
H 2.4517 -0.3096 1.9345 0.131 0.038 0.052 0.17
H 0.8402 0.0681 1.0744 -0.109 -0.055 0.153 0.14
H 1.9694 -1.3128 -2.0269 0.194 0.551 -0.091 0.21
H 0.9384 -0.0036 -1.3026 -0.158 -0.147 -0.364 0.18
H 0.6839 -1.7707 -1.0399 -0.136 0.221 0.495 0.20
O -2.9659 1.7174 1.6424 0.028 0.067 0.434 -0.54
C -2.6941 1.3895 0.5357 -0.220 0.222 -0.105 0.64
O -1.8773 0.3574 0.2774 0.110 0.014 1.467 -0.68
H -3.0908 1.9223 -0.3390 0.076 -0.152 -0.273 0.10
H -1.8419 0.1444 -0.6346 0.028 -0.157 -1.531 0.49
```
Positions in Å, forces in eV/Å.